Molecular formula: C32H93N7O11
Method: DFT, ωB97M-V with the def2-TZVPD basis set

```
! wB97M-V def2-TZVPD RIJCOSX def2/J DEFGRID3
* xyz 0 1
C 6.556 -1.895 2.158
C 5.318 -2.040 1.321
C 5.417 -1.363 -0.010
O 4.172 -1.612 -0.629
C 4.093 -0.958 -1.892
N 5.067 -3.489 1.072
H 6.284 -2.065 3.192
H 7.065 -0.909 2.092
H 7.187 -2.734 1.857
H 4.455 -1.510 1.784
H 6.271 -1.807 -0.549
H 5.576 -0.318 0.010
H 4.215 0.146 -1.835
H 3.043 -1.164 -2.212
H 4.732 -1.422 -2.674
H 4.785 -3.920 1.957
H 4.282 -3.413 0.464
C 1.266 3.061 -4.168
C 0.940 3.486 -5.583
C -0.454 4.278 -5.578
O -1.518 3.336 -5.472
C -1.982 2.800 -6.688
N 2.005 4.320 -6.092
H 0.442 2.506 -3.684
H 1.440 3.996 -3.528
H 2.159 2.422 -4.169
H 0.913 2.660 -6.257
H -0.595 4.947 -6.484
H -0.502 4.887 -4.666
H -2.720 1.960 -6.500
H -1.151 2.348 -7.233
H -2.484 3.620 -7.263
H 2.846 3.830 -6.092
H 1.741 4.544 -7.049
C -3.860 4.366 -1.696
C -2.877 3.387 -1.061
C -3.565 2.429 -0.054
O -3.720 3.189 1.114
C -4.444 2.482 2.160
N -2.231 2.623 -2.092
H -4.714 3.870 -2.159
H -3.310 5.012 -2.387
H -4.321 5.105 -0.962
H -2.131 3.904 -0.481
H -2.923 1.521 0.116
H -4.516 2.052 -0.478
H -5.492 2.408 1.844
H -4.312 3.011 3.106
H -4.027 1.500 2.266
H -2.005 3.202 -2.873
H -2.845 1.852 -2.334
C 4.957 1.803 3.558
C 5.491 1.669 2.164
C 4.283 1.648 1.247
O 4.708 1.843 -0.066
C 3.922 2.600 -0.934
N 6.377 2.857 1.893
H 4.703 2.884 3.696
H 5.641 1.463 4.356
H 4.077 1.153 3.793
H 6.093 0.802 1.940
H 3.560 2.445 1.457
H 3.838 0.657 1.389
H 2.888 2.227 -1.061
H 4.415 2.627 -1.901
H 3.913 3.611 -0.510
H 6.780 2.946 0.957
H 7.137 2.838 2.537
C -4.712 -3.851 0.786
C -5.325 -2.722 1.506
C -5.332 -1.455 0.625
O -4.017 -1.142 0.168
C -3.005 -0.966 1.160
N -6.722 -3.087 1.772
H -5.332 -4.030 -0.071
H -4.665 -4.726 1.405
H -3.746 -3.582 0.474
H -4.815 -2.544 2.449
H -5.725 -0.583 1.183
H -5.828 -1.536 -0.343
H -2.570 -1.877 1.544
H -3.314 -0.293 1.979
H -2.211 -0.363 0.729
H -7.100 -2.441 2.510
H -6.754 -4.049 2.209
C -2.255 -1.716 4.775
C -1.098 -0.805 4.862
C -0.145 -1.132 3.684
O 1.056 -0.469 3.948
C 2.164 -0.926 3.194
N -1.452 0.616 4.706
H -2.741 -1.541 3.821
H -2.982 -1.476 5.541
H -2.054 -2.784 4.876
H -0.619 -0.881 5.837
H -0.638 -0.859 2.694
H 0.042 -2.251 3.659
H 1.940 -1.026 2.076
H 2.466 -1.946 3.545
H 3.032 -0.300 3.397
H -0.686 1.157 5.091
H -1.638 0.847 3.740
C 0.859 -3.170 0.557
C -0.228 -4.046 0.059
C -1.093 -4.438 1.232
O -0.340 -5.333 2.040
C -1.105 -6.015 3.002
N -1.183 -3.400 -0.868
H 1.403 -2.739 -0.255
H 1.498 -3.752 1.223
H 0.450 -2.357 1.116
H 0.265 -4.888 -0.449
H -1.972 -4.920 0.846
H -1.436 -3.624 1.852
H -2.030 -6.336 2.584
H -1.302 -5.319 3.845
H -0.518 -6.806 3.425
H -1.442 -4.184 -1.482
H -0.692 -2.729 -1.457
C -3.129 -0.555 -3.362
O -3.979 0.295 -2.660
H -3.717 -0.834 -4.269
H -2.197 -0.035 -3.643
H -2.850 -1.468 -2.788
H -3.899 0.017 -1.759
C 0.056 2.487 2.257
O -1.090 1.665 1.903
H 0.655 2.617 1.315
H -0.158 3.480 2.710
H 0.704 1.838 2.884
H -1.780 2.165 1.512
C 0.400 -0.119 -4.115
O 0.341 -1.526 -3.777
H 0.083 0.148 -5.158
H -0.194 0.418 -3.387
H 1.392 0.242 -3.979
H -0.264 -1.838 -4.501
C 0.669 0.269 -0.513
O 0.521 1.531 -1.190
H 0.017 -0.506 -1.012
H 1.728 -0.027 -0.645
H 0.428 0.325 0.568
H -0.439 1.686 -1.335
*
```

Summary:
- LUMO energy: 0.5 eV
- Maximum force: 2.70 eV/A
- ΔE to the lowest compared entry with this formula, charge and spin: 62.5 kcal/mol
- Highest occupied orbital energy: -8.71 eV
- Frontier orbital gap: 9.18 eV
- SMILES string: COC[C@H](C)N.COC[C@H](C)N.COC[C@H](C)N.COC[C@H](C)N.COC[C@H](C)N.COC[C@H](C)N.COC[C@H](C)N.CO.CO.CO.CO

Here are the Löwdin charges for atoms 1 to 99, given in e: -0.061, -0.451, -0.223, -0.202, -0.086, 0.067, 0.072, 0.077, 0.082, 0.116, 0.144, 0.089, 0.079, 0.083, 0.100, 0.080, 0.039, -0.076, -0.440, -0.156, -0.236, -0.117, 0.033, 0.050, 0.115, 0.074, 0.109, 0.132, 0.119, 0.103, 0.073, 0.097, 0.044, 0.077, -0.052, -0.414, -0.221, -0.195, -0.045, 0.070, 0.080, 0.072, 0.097, 0.133, 0.106, 0.136, 0.095, 0.098, 0.045, 0.061, 0.048, -0.066, -0.412, -0.210, -0.225, -0.103, 0.045, 0.101, 0.083, 0.062, 0.093, 0.133, 0.105, 0.077, 0.087, 0.097, 0.073, 0.051, -0.063, -0.462, -0.158, -0.218, -0.110, 0.013, 0.093, 0.081, 0.034, 0.127, 0.125, 0.135, 0.055, 0.073, 0.065, 0.090, 0.093, -0.075, -0.421, -0.224, -0.193, -0.109, 0.059, 0.048, 0.080, 0.077, 0.142, 0.121, 0.133, 0.092, 0.102